Below is C3H6N2O in the gas phase at a distorted geometry, with properties calculated with the ωB97M-V functional and the def2-TZVPD basis.

Each line ends with the Mulliken charge.
Positions of all 12 atoms, in Å:
1 C -1.893 -0.406 -0.592  0.069
2 C 0.900 -1.564 0.288  -0.565
3 C -0.906 1.578 0.100  -0.846
4 N 0.646 -0.179 -0.056  -0.617
5 N -0.649 0.143 0.032  0.596
6 O -2.824 -0.805 -0.032  -0.309
7 H 0.818 -1.386 1.350  0.300
8 H -0.051 -2.160 -0.040  0.208
9 H 1.839 -1.852 -0.156  0.256
10 H -1.762 1.722 0.837  0.293
11 H -0.025 2.268 0.431  0.270
12 H -1.153 1.975 -0.867  0.345

Cartesian forces (eV/Å) of the 6 atoms listed first:
0.8 -0.7 -1.2
-3.3 0.5 -0.9
0.5 2.2 1.4
-2.3 1.4 -0.8
3.3 0.4 1.0
-1.0 -0.4 0.7

Values from the calculation:
2S+1: 1
Kohn-Sham gap (alpha / beta): 0.28679 / 0.31013 Eh
ΔE to the lowest compared entry with this formula, charge and spin: 123.5 kcal/mol
Total charge: 0

---

Below is C46H106B6F24N7O3V as an isolated structure at a distorted geometry, with properties calculated with the ωB97M-V functional and the def2-TZVPD basis.

Each line ends with the Mulliken charge.
Positions of all 193 atoms, in Å:
1 O 15.128 13.772 17.310  0.221
2 V 14.109 14.801 17.791  1.043
3 C 7.814 13.827 22.210  -1.283
4 C 8.079 14.535 20.896  0.588
5 O 8.174 15.766 20.736  -0.429
6 N 8.528 13.514 19.849  0.131
7 H 8.336 12.565 20.134  0.443
8 H 7.963 13.676 19.027  0.433
9 C 9.990 13.642 19.492  -0.143
10 H 7.445 14.506 22.978  0.364
11 H 8.727 13.329 22.539  0.348
12 H 6.943 13.177 22.124  0.460
13 H 10.547 14.412 20.026  -0.135
14 H 9.890 14.052 18.487  0.204
15 H 10.524 12.692 19.506  -0.015
16 C 12.636 8.783 21.034  -0.826
17 C 13.348 8.494 19.752  0.770
18 O 13.476 7.304 19.425  -0.516
19 N 13.820 9.668 18.894  1.494
20 H 13.545 10.549 19.305  -0.392
21 H 14.827 9.753 18.896  -0.202
22 C 13.202 9.601 17.506  -0.518
23 H 11.599 8.887 20.715  0.277
24 H 12.913 9.767 21.413  0.114
25 H 12.704 8.012 21.801  0.407
26 H 12.266 10.127 17.692  0.375
27 H 13.232 8.696 16.899  0.384
28 H 13.961 10.160 16.959  -0.295
29 C 19.185 12.833 16.377  -1.915
30 C 17.897 12.421 15.751  2.373
31 C 18.072 11.235 14.834  -1.256
32 N 16.843 10.958 13.874  0.492
33 C 15.521 10.964 14.712  -1.344
34 C 17.033 9.639 13.054  -0.676
35 C 18.023 9.949 11.865  -0.700
36 C 17.669 11.436 11.634  -0.959
37 C 16.776 11.949 12.706  0.107
38 H 19.605 11.984 16.916  0.419
39 H 19.087 13.762 16.940  0.318
40 H 19.909 13.060 15.595  0.533
41 H 17.663 13.354 15.238  -0.443
42 H 17.103 12.335 16.493  -0.610
43 H 17.934 10.328 15.422  0.364
44 H 19.006 11.299 14.275  0.439
45 H 14.726 10.785 13.989  0.428
46 H 15.481 11.963 15.146  0.233
47 H 15.681 10.126 15.391  0.623
48 H 16.046 9.417 12.649  0.458
49 H 17.294 8.896 13.809  0.485
50 H 17.591 9.414 11.019  0.333
51 H 19.078 9.766 12.067  0.345
52 H 17.199 11.579 10.661  0.473
53 H 18.568 12.046 11.548  0.355
54 H 15.732 12.089 12.424  0.200
55 H 17.212 12.887 13.051  -0.077
56 C 10.301 16.201 14.437  -1.348
57 C 10.442 15.542 13.108  -0.340
58 C 11.917 15.365 12.743  0.193
59 N 12.161 14.282 11.655  0.601
60 C 13.484 14.663 10.926  -1.030
61 C 11.044 14.200 10.567  -0.477
62 C 11.290 12.946 9.768  -0.750
63 C 11.913 12.005 10.847  -0.684
64 C 12.133 12.848 12.120  -0.277
65 H 10.639 15.551 15.244  0.127
66 H 9.283 16.461 14.725  0.514
67 H 10.872 17.126 14.525  -0.064
68 H 9.885 16.158 12.402  0.448
69 H 9.981 14.555 13.142  0.337
70 H 12.517 14.916 13.535  -0.313
71 H 12.507 16.224 12.424  0.194
72 H 13.301 15.623 10.444  0.276
73 H 13.705 13.880 10.201  0.498
74 H 14.245 14.677 11.707  0.230
75 H 11.042 15.081 9.926  0.434
76 H 10.102 13.988 11.073  0.403
77 H 11.921 13.096 8.892  0.332
78 H 10.374 12.442 9.459  0.356
79 H 12.844 11.546 10.516  0.296
80 H 11.244 11.198 11.146  0.485
81 H 13.069 12.560 12.599  -0.155
82 H 11.349 12.900 12.876  0.422
83 C 16.896 8.342 24.747  -1.349
84 C 16.842 9.470 23.724  0.049
85 C 18.306 10.005 23.337  -1.049
86 N 18.497 11.303 22.573  0.539
87 C 17.923 12.548 23.335  -0.901
88 C 17.885 11.114 21.154  -0.836
89 C 18.564 12.047 20.191  1.036
90 C 19.960 12.386 20.814  -0.863
91 C 19.972 11.600 22.165  -0.562
92 H 16.888 8.800 25.736  0.355
93 H 17.847 7.811 24.724  0.361
94 H 16.091 7.615 24.638  0.366
95 H 16.194 10.300 24.004  0.164
96 H 16.357 9.139 22.806  0.087
97 H 18.849 9.313 22.692  0.583
98 H 18.977 10.190 24.176  0.568
99 H 18.582 12.788 24.170  0.276
100 H 16.866 12.379 23.541  0.303
101 H 17.965 13.289 22.537  0.438
102 H 16.817 11.300 21.262  0.170
103 H 18.062 10.050 20.995  0.287
104 H 17.936 12.928 20.058  -0.213
105 H 18.835 11.518 19.278  -0.383
106 H 19.957 13.439 21.098  0.326
107 H 20.829 12.207 20.182  0.425
108 H 20.491 12.134 22.961  0.431
109 H 20.483 10.680 21.879  0.339
110 C 13.236 13.598 25.912  -1.622
111 C 12.925 14.359 24.614  0.502
112 C 12.548 15.809 24.826  -0.971
113 N 12.456 16.636 23.580  0.502
114 C 11.380 15.979 22.660  -0.667
115 C 13.847 16.727 22.869  -0.879
116 C 13.760 18.023 22.082  0.151
117 C 12.821 18.964 22.836  -0.787
118 C 12.151 18.118 23.923  -0.619
119 H 13.560 12.597 25.628  0.395
120 H 12.460 13.535 26.675  0.380
121 H 14.054 14.100 26.429  0.390
122 H 12.078 13.830 24.176  0.078
123 H 13.801 14.367 23.965  0.107
124 H 13.318 16.263 25.450  0.446
125 H 11.534 15.895 25.217  0.471
126 H 10.587 15.670 23.340  0.362
127 H 11.774 15.066 22.214  -0.124
128 H 11.007 16.678 21.911  0.542
129 H 14.078 15.789 22.363  0.328
130 H 14.572 16.809 23.678  0.436
131 H 13.500 17.782 21.051  -0.661
132 H 14.722 18.536 22.057  0.668
133 H 12.002 19.352 22.231  0.291
134 H 13.413 19.761 23.287  0.432
135 H 11.063 18.105 23.986  0.531
136 H 12.613 18.422 24.863  0.347
137 C 14.819 19.494 11.052  -1.562
138 C 14.519 18.954 12.472  0.994
139 C 14.442 20.236 13.348  -1.141
140 N 14.081 19.887 14.866  0.126
141 C 12.743 19.100 14.928  -0.950
142 C 14.075 21.223 15.623  -0.515
143 C 14.054 20.796 17.154  -1.183
144 C 14.865 19.494 17.099  0.623
145 C 15.115 19.102 15.615  0.022
146 H 14.763 18.633 10.386  0.374
147 H 15.806 19.931 10.901  0.403
148 H 14.204 20.276 10.606  0.380
149 H 15.354 18.373 12.864  0.049
150 H 13.568 18.423 12.503  -0.193
151 H 13.653 20.847 12.912  0.404
152 H 15.335 20.847 13.477  0.442
153 H 12.921 18.048 14.701  0.045
154 H 12.011 19.468 14.209  0.324
155 H 12.398 19.427 15.909  0.521
156 H 13.273 21.913 15.360  0.393
157 H 15.008 21.754 15.433  0.487
158 H 13.091 20.695 17.654  0.380
159 H 14.678 21.541 17.650  0.410
160 H 14.294 18.764 17.672  -0.839
161 H 15.889 19.565 17.466  0.658
162 H 14.946 18.029 15.520  -0.418
163 H 16.066 19.441 15.204  0.539
164 B 16.951 9.239 18.396  0.182
165 F 18.362 9.344 18.328  -0.324
166 F 16.536 8.405 19.405  -0.384
167 F 16.322 10.480 18.600  -0.182
168 F 16.613 8.740 17.197  -0.337
169 B 11.920 13.118 16.541  -0.516
170 F 11.301 13.221 15.273  0.041
171 F 11.066 12.390 17.316  -0.200
172 F 13.076 12.429 16.571  -0.097
173 F 12.118 14.332 17.150  0.499
174 B 15.320 15.304 14.678  -0.977
175 F 15.037 16.187 13.683  0.105
176 F 16.528 15.544 15.276  -0.224
177 F 14.271 15.296 15.616  -0.338
178 F 15.250 14.071 14.166  0.516
179 B 13.271 12.475 20.346  -0.755
180 F 12.261 11.536 20.320  -0.449
181 F 13.485 13.067 19.180  0.742
182 F 12.966 13.328 21.359  0.148
183 F 14.440 11.752 20.548  -0.153
184 B 12.197 17.033 18.253  -0.152
185 F 12.832 17.013 17.020  0.009
186 F 10.912 16.557 18.183  -0.391
187 F 12.848 16.100 18.969  -0.095
188 F 12.230 18.262 18.771  -0.208
189 B 15.860 16.166 19.261  -0.654
190 F 14.996 15.243 19.738  -0.171
191 F 15.439 16.476 18.000  0.188
192 F 15.805 17.297 20.044  -0.311
193 F 17.076 15.541 19.264  -0.273

Cartesian forces (eV/Å) of the 6 atoms listed first:
0.3 0.0 0.9
0.7 0.6 -2.1
-1.0 0.8 -0.2
0.9 4.0 1.7
-0.5 -5.4 -0.4
0.0 0.9 0.6

Values from the calculation:
2S+1: 2
Kohn-Sham gap: 0.34611 Eh
⟨S²⟩: 0.78
Total charge: +3